# C3H12N2O2

A cluster of 3 separate species, C3H12N2O2 in total (ωB97M-V/def2-TZVPD, the Open Molecules 2025 dataset).

charge	0
SMILES	C/C(N)=C/N.O.O
frontier orbital gap	8.163	eV
total energy	-381.472262	a.u.

Each line ends with the Mulliken charge.
CARTESIAN COORDINATES (ANGSTROEM)
C -1.09739 -0.97694 -1.47065  -1.295
C -0.90458 -0.56249 -0.03820  0.513
N -0.22001 -1.46587 0.80603  -0.591
C -1.29002 0.62540 0.41704  -0.146
N -1.00741 1.02807 1.73554  -0.609
H -2.12051 -1.25480 -1.73104  0.273
H -0.80351 -0.19632 -2.16678  0.205
H -0.47704 -1.85215 -1.68488  0.375
H -0.40329 -2.43101 0.57839  0.240
H -0.44176 -1.29815 1.77734  0.232
H -1.86228 1.30131 -0.19474  0.369
H -0.01480 0.98146 1.95564  0.199
H -1.37147 1.88789 2.10180  0.231
O 0.73706 2.50267 -1.63187  -0.611
H 1.53755 2.83427 -2.05500  0.299
H 0.06513 2.23279 -2.26032  0.315
O 2.85938 -1.18604 0.56174  -0.678
H 1.94335 -1.43877 0.78736  0.366
H 3.34514 -2.00534 0.41551  0.314

***

# C5H11NO

An isolated molecule of C5H11NO (ωB97M-V/def2-TZVPD, the Open Molecules 2025 dataset).

charge	0
SMILES	CCCC(=O)NC
frontier orbital gap	10.427	eV
total energy	-327.110243	a.u.

Each line ends with the Mulliken charge.
CARTESIAN COORDINATES (ANGSTROEM)
C 1.39736 1.69200 0.24196  -1.267
C 1.21444 0.27433 0.76883  -0.094
C -0.26902 0.00631 1.06148  -0.716
C -1.20879 0.35740 -0.08539  0.441
O -1.87316 1.37731 -0.06572  -0.623
N -1.48261 -0.61853 -1.02157  -0.174
C -0.81174 -1.89781 -1.08408  -0.800
H 2.45835 1.90629 0.13178  0.379
H 0.89045 1.92576 -0.69132  0.318
H 1.10642 2.46757 0.92943  0.342
H 1.79278 0.22143 1.68793  0.304
H 1.56239 -0.37130 -0.03107  0.123
H -0.46448 -1.02885 1.34345  0.355
H -0.58230 0.67696 1.85928  0.311
H -1.90162 -0.22864 -1.85056  0.257
H 0.28078 -1.80155 -1.09243  0.234
H -0.96307 -2.47565 -0.17005  0.269
H -1.14617 -2.48304 -1.93194  0.341

***

# C49H68Ge2NNaO2PSb2

A structure of composition C49H68Ge2NNaO2PSb2 (ωB97M-V/def2-TZVPD, the Open Molecules 2025 dataset).

charge	+1
frontier orbital gap	8.033	eV
total energy	-7250.944606	a.u.

Each line ends with the Mulliken charge.
CARTESIAN COORDINATES (ANGSTROEM)
Na 0.80309 0.03105 0.17920  1.652
C 1.63614 -2.30403 -1.64463  -1.221
C 0.46588 -2.62033 -2.55701  -0.303
C -0.61978 -1.55404 -2.55906  -0.166
Sb -0.80928 0.09130 -4.05578  1.089
C 0.27578 1.77246 -3.17913  0.127
C 1.36623 2.37666 -3.79371  0.313
C 1.93341 3.52231 -3.26249  -0.677
C 1.40018 4.10128 -2.12270  -0.758
C 0.31893 3.50488 -1.50054  -0.923
C -0.23178 2.34217 -2.02271  -0.323
C 0.54703 -0.30436 -5.70167  0.412
C 0.70940 0.75651 -6.58517  -0.744
C 1.44141 0.61033 -7.74848  -0.625
C 2.00292 -0.61570 -8.06090  -0.595
C 1.80098 -1.69422 -7.21830  -0.591
C 1.06628 -1.53816 -6.05466  -0.265
Sb 2.54114 -0.51853 -2.50900  -0.934
C 4.07190 0.36170 -1.26786  0.930
C 5.43114 0.15587 -1.44727  -0.423
C 6.35705 0.97601 -0.82072  -0.461
C 5.93336 2.01626 -0.01032  -0.809
C 4.57741 2.23257 0.16696  -0.813
C 3.66127 1.42238 -0.47621  -0.080
C 3.85377 -1.57576 -3.85122  1.088
C 4.08989 -2.94227 -3.84441  -0.468
C 4.85428 -3.52961 -4.83934  -0.748
C 5.38263 -2.75757 -5.85815  -0.633
C 5.15354 -1.39157 -5.87349  -0.761
C 4.39011 -0.81098 -4.87909  -0.277
H 2.32000 -3.14972 -1.60976  0.781
H 1.27619 -2.12465 -0.63139  0.408
H 0.00602 -3.56659 -2.24691  0.580
H 0.83991 -2.77740 -3.57049  -0.280
H -0.66861 -1.04920 -1.58580  -0.511
H -1.58677 -2.04091 -2.69791  0.633
H 1.79626 1.94315 -4.68827  0.302
H 2.78955 3.97055 -3.74702  0.451
H 1.81899 5.01827 -1.73211  0.422
H -0.12641 3.95826 -0.62583  0.502
H -1.08035 1.89592 -1.52315  0.524
H 0.23918 1.70608 -6.36396  0.489
H 1.55675 1.44898 -8.41919  0.422
H 2.57067 -0.73508 -8.97064  0.446
H 2.19995 -2.66542 -7.47410  0.463
H 0.88387 -2.40777 -5.43990  0.328
H 5.77159 -0.64047 -2.09751  0.499
H 7.41275 0.81232 -0.97973  0.401
H 6.65732 2.67079 0.45449  0.428
H 4.23131 3.05356 0.77788  0.490
H 2.60006 1.65146 -0.39220  -0.171
H 3.67677 -3.57505 -3.06843  0.257
H 5.03495 -4.59499 -4.82401  0.420
H 5.96583 -3.22016 -6.64005  0.397
H 5.56415 -0.78180 -6.66370  0.437
H 4.19399 0.25520 -4.89459  0.387
C -0.01936 -1.80272 5.26280  -1.325
C 0.80430 -0.68896 4.64619  0.389
Ge -0.26534 0.76793 3.72945  0.232
C 1.20326 2.07526 3.23837  0.040
C 0.70672 3.25623 2.42956  -1.118
C -1.58056 1.36366 5.08666  -0.726
C -2.81158 1.11352 4.61306  -0.179
Ge -2.57351 0.63332 2.67589  0.308
C -3.09029 2.25114 1.58055  0.264
C -4.21797 3.06621 2.19707  -1.423
C -3.25078 -1.10865 1.90557  0.294
C -2.62790 -2.30372 2.60075  -1.276
C -4.08616 1.26418 5.29109  0.735
C -4.18897 1.78949 6.57986  -0.663
C -5.41984 1.93476 7.18577  -0.721
C -6.57629 1.55870 6.52045  -0.484
C -6.49299 1.03061 5.24208  -0.952
C -5.25902 0.88083 4.63892  0.241
H 0.57999 -2.40668 5.94149  0.407
H -0.42460 -2.45502 4.49432  0.200
H -0.85127 -1.38372 5.82457  0.336
H 1.52160 -1.09099 3.93106  -0.934
H 1.36968 -0.17927 5.43023  0.555
H 1.94870 1.52038 2.66185  -0.240
H 1.67572 2.42244 4.15860  0.618
H 0.21652 2.89022 1.52391  -0.145
H 1.52376 3.91588 2.14055  0.483
H -0.00812 3.83668 3.00997  0.426
H -1.39055 1.73274 6.08520  0.419
H -3.37178 1.91803 0.58472  -0.031
H -2.19930 2.87192 1.48652  0.039
H -5.13265 2.47962 2.24426  0.355
H -4.41328 3.96075 1.60569  0.445
H -3.97019 3.37904 3.21059  0.318
H -2.97211 -1.10052 0.85337  -0.322
H -4.33787 -1.14292 1.97336  0.574
H -1.53936 -2.23708 2.53252  -0.155
H -2.94364 -3.23819 2.13918  0.527
H -2.90462 -2.32983 3.65413  0.395
H -3.29565 2.09007 7.10376  0.361
H -5.48023 2.34819 8.18080  0.409
H -7.53625 1.67830 6.99703  0.399
H -7.39132 0.73999 4.71669  0.399
H -5.18777 0.45854 3.64231  0.313
C 2.56803 -3.18161 2.53315  -1.163
P 3.31335 -1.67175 1.81353  1.018
C 4.23178 -0.75865 3.09961  -1.093
C 4.61059 -2.25442 0.67015  -0.710
O 2.27275 -0.82916 1.14737  -1.093
H 3.06502 -3.46665 3.45497  0.422
H 2.64294 -4.00224 1.82267  0.433
H 1.51799 -2.98834 2.73637  0.099
H 4.89227 -1.43080 3.64036  0.481
H 3.54712 -0.27780 3.79326  0.280
H 4.82824 0.01071 2.60992  0.299
H 5.13884 -3.10774 1.08577  0.550
H 5.31714 -1.44766 0.49279  0.173
H 4.15764 -2.52948 -0.27866  -0.004
C -5.01129 -1.02919 -1.75756  -0.756
N -4.53822 0.16668 -2.41863  0.265
C -5.27474 0.61272 -3.57374  -0.923
C -3.39609 0.72511 -2.04067  -0.285
O -2.66180 0.31576 -1.15067  -0.304
H -6.10026 -1.02719 -1.73062  0.394
H -4.61906 -1.04293 -0.74148  0.039
H -4.66001 -1.92121 -2.28360  0.294
H -6.32883 0.73277 -3.32089  0.323
H -5.18674 -0.11174 -4.38594  0.342
H -4.88921 1.56974 -3.91698  0.306
H -3.15478 1.63634 -2.61837  0.312

***

# CH6SSi

An isolated molecule of CH6SSi (ωB97M-V/def2-TZVPD, the Open Molecules 2025 dataset).

charge	0
SMILES	[SiH3]CS
frontier orbital gap	10.005	eV
total energy	-729.325227	a.u.

Each line ends with the Mulliken charge.
CARTESIAN COORDINATES (ANGSTROEM)
Si -0.21072 0.92210 -0.20942  0.515
C 0.66459 -0.69735 0.34508  -0.633
S 0.16550 -2.21191 -0.72524  -0.202
H -1.67229 0.93818 -0.26123  -0.121
H 0.02394 1.19601 -1.63684  -0.111
H 0.43879 2.08774 0.31177  -0.139
H 1.72495 -0.67168 0.17896  0.259
H 0.55291 -0.88490 1.49613  0.310
H -1.23166 -2.01013 -0.50857  0.124